{"formula": "C22H34Br2N2O2S", "method": "ωB97M-V/def2-TZVPD", "species": ["C", "C", "C", "C", "C", "S", "C", "C", "C", "C", "C", "C", "C", "Br", "C", "C", "Br", "C", "O", "C", "N", "N", "C", "C", "C", "C", "H", "H", "H", "H", "H", "H", "H", "H", "H", "H", "H", "H", "H", "H", "H", "H", "H", "H", "H", "H", "H", "H", "H", "H", "H", "H", "H", "H", "H", "C", "C", "O", "H", "H", "H", "H", "H"], "positions_angstrom": [[2.25431, -3.93248, -1.64964], [1.54434, -2.97621, -2.58499], [1.92342, -1.35457, -2.67397], [1.31303, -0.51663, -1.40499], [-0.33513, -0.23396, -1.44741], [-1.31735, -0.95990, -2.91722], [-1.12499, 0.64595, -0.26531], [-2.73883, 0.95430, -0.35072], [-3.65780, -0.43585, -0.20595], [-3.12047, 1.79819, -1.74359], [-4.36800, 1.14186, -2.58036], [-0.13311, 1.16756, 0.97637], [-0.73099, 2.03091, 2.26083], [-0.79609, 0.82458, 3.90486], [0.14620, 3.42459, 2.55404], [0.79261, 3.44319, 4.08699], [-1.05193, 5.02804, 2.33033], [1.49602, 0.79001, 0.94679], [2.41557, 1.19818, 2.05992], [2.55977, 0.07293, 3.02925], [2.29729, -0.99156, 3.75925], [2.14392, 0.00731, -0.21500], [3.64058, -0.30417, -0.26109], [4.30187, 0.86260, -1.25196], [5.93441, 0.66419, -1.46943], [4.12026, 2.36336, -0.57055], [1.67022, -4.65220, -0.90735], [3.44229, -3.91212, -1.68022], [0.65068, -3.35556, -3.27903], [3.08382, -1.28826, -2.80807], [1.45835, -0.99498, -3.71308], [-1.27198, 0.09992, -3.87093], [-3.13659, 1.65567, 0.52967], [-4.77118, -0.08662, 0.04594], [-3.32971, -1.08130, 0.74287], [-3.59663, -1.12516, -1.14971], [-2.17728, 1.76329, -2.46184], [-3.33209, 2.93109, -1.53302], [-5.36512, 1.08626, -1.96716], [-4.56887, 1.76669, -3.57721], [-4.13549, 0.03687, -2.96781], [-1.83658, 2.39374, 2.11375], [1.08992, 3.47125, 1.82464], [-0.01500, 3.46491, 4.93465], [1.44547, 4.43272, 4.22456], [1.56604, 2.55004, 4.21367], [3.86033, -1.40508, -0.66748], [4.17533, -0.23705, 0.77706], [3.71601, 0.82534, -2.28845], [6.48829, 0.56794, -0.43972], [6.12727, -0.32091, -2.09579], [6.34398, 1.57607, -2.11722], [4.29953, 2.36615, 0.59788], [4.89491, 3.08249, -1.07574], [3.03619, 2.80689, -0.78133], [-4.13381, -4.58624, 2.14457], [-5.22941, -3.65746, 1.59180], [-4.68719, -2.96824, 0.60111], [-3.27631, -4.02269, 2.53351], [-4.53560, -5.18208, 2.97231], [-3.76870, -5.28777, 1.38380], [-5.60926, -3.10743, 2.46687], [-6.08068, -4.31858, 1.36601]], "nbo_charge": [-0.427, -0.187, -0.538, 0.315, -0.181, 0.029, 0.160, -0.305, -0.636, -0.399, -0.643, -0.043, -0.313, 0.049, -0.264, -0.655, 0.014, 0.511, -0.511, 0.474, -0.273, -0.415, -0.249, -0.212, -0.642, -0.655, 0.251, 0.207, 0.240, 0.252, 0.277, 0.156, 0.239, 0.247, 0.290, 0.244, 0.194, 0.222, 0.232, 0.216, 0.226, 0.284, 0.240, 0.246, 0.231, 0.231, 0.252, 0.248, 0.216, 0.225, 0.218, 0.233, 0.224, 0.232, 0.223, -0.616, -0.022, -0.858, 0.179, 0.167, 0.185, 0.086, 0.082], "total_energy_ha": -6664.0018, "orbital_gap_ev": 2.35, "homo_ev": -4.99, "max_force_ev_per_a": 11.957}

***

{"formula": "C19H54O8", "method": "ωB97M-V/def2-TZVPD", "species": ["C", "C", "C", "O", "H", "H", "H", "H", "H", "H", "H", "H", "C", "C", "C", "O", "H", "H", "H", "H", "H", "H", "H", "H", "C", "C", "C", "O", "H", "H", "H", "H", "H", "H", "H", "H", "C", "C", "C", "O", "H", "H", "H", "H", "H", "H", "H", "H", "C", "C", "C", "O", "H", "H", "H", "H", "H", "H", "H", "H", "C", "C", "C", "O", "H", "H", "H", "H", "H", "H", "H", "H", "C", "O", "H", "H", "H", "H", "O", "H", "H"], "positions_angstrom": [[0.37710, -2.40966, 4.29524], [1.23650, -2.33721, 3.06417], [2.10101, -3.62138, 2.76721], [0.44918, -2.07613, 1.96207], [0.85074, -2.77653, 5.20583], [-0.34813, -3.20770, 4.13624], [-0.20512, -1.49919, 4.43719], [1.93263, -1.50544, 3.17216], [1.44530, -4.47738, 2.92657], [2.96922, -3.73970, 3.41553], [2.47426, -3.77686, 1.75498], [0.02305, -2.89006, 1.68362], [2.97167, 2.78916, 0.10384], [3.47734, 2.00051, 1.32488], [3.04571, 0.54454, 1.24989], [4.86504, 1.99817, 1.28307], [1.88826, 2.90877, 0.10824], [3.27185, 2.32394, -0.83508], [3.35098, 3.80700, 0.19466], [3.23021, 2.38930, 2.31274], [3.41076, 0.00353, 0.37689], [1.96494, 0.45226, 1.14264], [3.33330, 0.05863, 2.18223], [5.09748, 2.78748, 1.77761], [-3.17014, -1.49193, -1.47503], [-3.45100, -0.58740, -2.68366], [-2.77780, -1.10865, -3.93707], [-4.80592, -0.61736, -2.94596], [-3.52025, -2.51293, -1.62691], [-3.69334, -1.16238, -0.57738], [-2.09439, -1.49610, -1.29942], [-3.12143, 0.44354, -2.55463], [-2.83525, -0.36024, -4.72744], [-3.32024, -2.01792, -4.19607], [-1.73091, -1.35609, -3.76128], [-5.27085, -0.41388, -2.13107], [-2.70130, 2.35408, 0.38716], [-1.28961, 2.94699, 0.50186], [-0.63446, 2.52385, 1.83261], [-0.42850, 2.52562, -0.56278], [-3.40702, 2.73680, 1.12444], [-2.68405, 1.27909, 0.56657], [-2.99536, 2.40858, -0.66100], [-1.44946, 4.02520, 0.50447], [-0.66412, 1.43427, 1.82669], [-1.10139, 2.86335, 2.75716], [0.40810, 2.83908, 1.79034], [-0.53072, 1.59071, -0.75541], [0.43407, 0.34483, -4.79509], [1.90912, 0.36038, -5.18667], [2.67673, 1.53418, -4.55266], [2.42477, -0.91707, -4.85543], [0.04102, 1.35734, -4.70328], [0.30308, -0.04015, -3.78380], [-0.18855, -0.16888, -5.52760], [1.95750, 0.39433, -6.27506], [2.24834, 2.43782, -4.98628], [3.73400, 1.56911, -4.81545], [2.58477, 1.48257, -3.46778], [3.27520, -1.05073, -5.28028], [-1.85912, 0.48259, 4.34657], [-3.10806, 0.18435, 3.49062], [-2.89893, -0.95911, 2.52848], [-4.26177, 0.00065, 4.28329], [-1.72890, -0.34329, 5.04590], [-1.98880, 1.39912, 4.92213], [-0.95471, 0.56294, 3.74353], [-3.29782, 0.94475, 2.73307], [-2.85301, -1.94999, 2.98032], [-2.10681, -0.75190, 1.80897], [-3.76897, -1.07948, 1.88302], [-4.23116, 0.79636, 4.81948], [2.60541, -1.90649, -1.58412], [2.02852, -0.71082, -1.99709], [3.68014, -1.76647, -1.70018], [2.31232, -2.06236, -0.54590], [2.20328, -2.72927, -2.17525], [2.07591, -0.70531, -2.95590], [-0.07415, -0.24883, -0.26830], [0.22318, -0.96398, 0.29418], [0.65958, -0.08952, -0.86201]], "lowdin_charge": [-0.040, -0.492, -0.030, -0.062, 0.088, 0.082, 0.046, 0.119, 0.072, 0.076, 0.068, 0.107, -0.033, -0.507, -0.042, -0.047, 0.047, 0.080, 0.075, 0.136, 0.075, 0.062, 0.074, 0.089, -0.044, -0.525, -0.054, -0.040, 0.085, 0.059, 0.059, 0.127, 0.081, 0.088, 0.066, 0.091, -0.054, -0.445, -0.048, -0.062, 0.082, 0.051, 0.076, 0.131, 0.053, 0.077, 0.066, 0.042, -0.047, -0.477, -0.035, -0.059, 0.088, 0.066, 0.082, 0.132, 0.083, 0.077, 0.071, 0.104, -0.049, -0.495, -0.063, -0.024, 0.072, 0.079, 0.058, 0.105, 0.084, 0.064, 0.070, 0.084, -0.141, -0.159, 0.091, 0.068, 0.092, 0.025, -0.058, 0.002, 0.007], "total_energy_ha": -1358.1584, "orbital_gap_ev": 10.28, "homo_ev": -9.70, "smiles": "CC(C)O.CC(C)O.CC(C)O.CC(C)O.CC(C)O.CC(C)O.CO.O", "max_force_ev_per_a": 2.625}